No. 1
{"formula": "C29H64O5", "method": "ωB97M-V with the def2-TZVPD basis set", "symbols": ["C", "C", "O", "O", "C", "C", "O", "O", "C", "O", "H", "H", "H", "H", "H", "H", "H", "H", "C", "C", "C", "C", "C", "C", "H", "H", "H", "H", "H", "H", "H", "H", "H", "H", "H", "H", "H", "H", "C", "C", "C", "C", "C", "C", "H", "H", "H", "H", "H", "H", "H", "H", "H", "H", "H", "H", "H", "H", "C", "C", "C", "C", "C", "C", "H", "H", "H", "H", "H", "H", "H", "H", "H", "H", "H", "H", "H", "H", "C", "C", "C", "C", "C", "C", "H", "H", "H", "H", "H", "H", "H", "H", "H", "H", "H", "H", "H", "H"], "xyz": [[-5.5624, -1.0218, -2.5329], [-4.1626, -1.5564, -2.4849], [-3.8693, -2.7274, -2.5096], [-3.2495, -0.5531, -2.3973], [-1.8889, -0.9484, -2.2507], [-1.4676, -1.0172, -0.7951], [-1.8110, 0.1685, -0.1252], [-2.0448, -2.1241, -0.1301], [-1.2056, -2.9182, 0.5648], [-1.5317, -3.9900, 0.9769], [-6.2374, -1.8303, -2.7973], [-5.8189, -0.6490, -1.5399], [-5.6537, -0.1978, -3.2392], [-1.2873, -0.1477, -2.6836], [-1.6611, -1.8660, -2.7915], [-0.3728, -1.0560, -0.7713], [-2.7375, 0.0786, 0.1331], [-0.1945, -2.5069, 0.6963], [1.6571, -0.3158, 2.8910], [0.3563, 0.4711, 2.7582], [0.5768, 1.9666, 2.5375], [1.3065, 2.6845, 3.6741], [0.6361, 2.5671, 5.0418], [-0.7626, 3.1753, 5.0879], [2.2420, 0.0036, 3.7546], [1.4593, -1.3829, 3.0113], [2.2790, -0.1905, 2.0016], [-0.2652, 0.3055, 3.6426], [-0.2142, 0.0848, 1.9100], [-0.3909, 2.4439, 2.3615], [1.1507, 2.1074, 1.6156], [1.3962, 3.7438, 3.4130], [2.3306, 2.3073, 3.7476], [1.2663, 3.0696, 5.7801], [0.5886, 1.5185, 5.3482], [-0.7343, 4.2334, 4.8195], [-1.1890, 3.0955, 6.0886], [-1.4441, 2.6722, 4.4003], [4.2558, -2.2180, -4.2693], [4.1943, -2.1918, -2.7449], [2.8185, -1.8170, -2.1978], [2.3301, -0.4206, -2.5888], [3.2485, 0.7262, -2.1763], [3.4350, 0.8169, -0.6644], [4.0454, -1.2379, -4.6999], [5.2456, -2.5200, -4.6127], [3.5311, -2.9269, -4.6750], [4.9513, -1.5035, -2.3596], [4.4601, -3.1799, -2.3616], [2.8353, -1.9072, -1.1074], [2.0861, -2.5521, -2.5486], [1.3423, -0.2653, -2.1395], [2.1699, -0.3799, -3.6701], [2.8200, 1.6625, -2.5424], [4.2223, 0.6276, -2.6627], [2.4721, 0.9492, -0.1651], [4.0673, 1.6653, -0.3991], [3.9057, -0.0819, -0.2626], [9.7259, 4.5458, -0.0847], [8.4389, 3.7734, -0.3591], [7.2736, 4.6634, -0.7885], [6.8400, 5.7008, 0.2489], [6.4377, 5.1219, 1.6044], [5.2422, 4.1773, 1.5277], [9.6041, 5.2559, 0.7344], [10.5360, 3.8682, 0.1877], [10.0401, 5.1032, -0.9695], [8.1637, 3.1955, 0.5274], [8.6255, 3.0431, -1.1507], [6.4215, 4.0291, -1.0495], [7.5490, 5.1880, -1.7087], [5.9960, 6.2657, -0.1594], [7.6427, 6.4280, 0.3978], [6.1954, 5.9494, 2.2761], [7.2854, 4.6017, 2.0584], [4.3707, 4.6852, 1.1090], [4.9718, 3.8102, 2.5188], [5.4582, 3.3079, 0.9047], [-6.5246, -4.1819, 0.3710], [-7.3337, -4.2495, -0.9207], [-8.5199, -3.2866, -0.9458], [-9.5830, -3.5331, 0.1257], [-10.1990, -4.9308, 0.1067], [-10.9337, -5.2552, -1.1908], [-7.1241, -4.4608, 1.2392], [-5.6696, -4.8568, 0.3301], [-6.1408, -3.1724, 0.5359], [-7.6728, -5.2755, -1.0869], [-6.6727, -4.0105, -1.7581], [-8.9857, -3.3245, -1.9351], [-8.1448, -2.2638, -0.8298], [-10.3798, -2.7928, 0.0010], [-9.1546, -3.3482, 1.1145], [-10.9005, -5.0104, 0.9412], [-9.4269, -5.6834, 0.2873], [-11.7344, -4.5354, -1.3736], [-11.3812, -6.2488, -1.1466], [-10.2621, -5.2369, -2.0503]], "mulliken_charge": [-1.110, 0.862, -0.555, -0.424, -0.547, 0.467, -0.483, -0.345, 0.236, -0.490, 0.271, 0.267, 0.418, 0.357, 0.407, -0.018, 0.380, 0.280, -1.013, 0.540, -0.522, -0.661, -0.481, -1.195, 0.374, 0.410, 0.010, 0.367, -0.479, 0.356, 0.168, 0.407, 0.238, 0.395, 0.242, 0.296, 0.385, 0.273, -1.220, -0.630, -0.543, -0.076, -0.689, -0.345, 0.288, 0.392, 0.292, 0.256, 0.402, 0.257, 0.510, -0.276, 0.400, 0.394, 0.292, 0.026, -0.137, 0.366, -1.231, -0.332, -0.570, -0.781, -0.473, -0.900, 0.282, 0.380, 0.301, 0.261, 0.357, 0.208, 0.392, 0.353, 0.324, 0.373, 0.260, 0.338, 0.364, 0.060, -1.250, -0.357, -0.434, -0.857, -0.412, -1.182, 0.347, 0.387, 0.244, 0.335, 0.297, 0.362, 0.219, 0.395, 0.334, 0.378, 0.236, 0.292, 0.378, 0.280], "smiles": "CC(=O)OC[C@@H](O)OC=O.CCCCCC.CCCCCC.CCCCCC.CCCCCC", "charge": 0, "gap_ev": 11.22, "max_force_ev_per_a": 0.82, "e_tot_ha": -1519.57216}

---

No. 2
{"formula": "C17H23ClF5N4O5P3", "method": "ωB97M-V with the def2-TZVPD basis set", "symbols": ["N", "P", "P", "N", "C", "C", "C", "C", "F", "F", "C", "F", "F", "F", "P", "O", "Cl", "H", "H", "H", "H", "H", "H", "H", "H", "H", "H", "H", "H", "H", "C", "C", "C", "C", "C", "C", "N", "O", "O", "H", "H", "H", "H", "H", "C", "C", "C", "C", "C", "C", "N", "O", "O", "H", "H", "H", "H", "H"], "xyz": [[-0.1059, -2.9595, -2.6149], [-0.5005, -1.7623, -1.6473], [0.1425, -2.1557, 0.4511], [-0.9839, -3.5083, 0.4433], [1.8878, -2.5233, -0.0678], [2.8332, -1.3047, -0.2718], [2.4383, -0.0280, 0.4889], [3.6391, 0.8636, 0.7367], [4.0436, 0.6386, 2.0002], [4.6810, 0.5799, -0.0290], [3.3543, 2.4096, 0.6294], [3.5531, 3.0072, 1.7986], [2.2022, 2.7070, 0.1292], [4.2487, 2.9419, -0.1679], [0.7957, -2.6509, 2.5897], [0.9373, -4.3064, 2.6024], [-0.8530, -2.2959, 3.8119], [-0.9636, -3.3249, -3.0160], [-1.8976, -1.5928, -1.6236], [0.0720, -0.5122, -2.0351], [-0.2511, -0.8533, 0.9024], [-0.4673, -4.3724, 0.3111], [-1.4348, -3.5752, 1.3524], [2.3281, -3.1262, 0.7201], [1.8992, -3.1205, -0.9747], [3.8333, -1.6295, -0.0209], [2.8245, -1.0391, -1.3217], [1.6499, 0.4517, -0.0819], [2.0244, -0.2520, 1.4627], [1.8604, -4.5356, 2.7658], [2.4654, 5.7589, 1.0850], [1.7510, 6.7818, 1.6965], [1.6990, 8.0411, 1.1223], [2.3617, 8.2632, -0.0698], [3.0794, 7.2609, -0.6941], [3.1282, 6.0041, -0.1129], [2.2903, 9.5937, -0.6949], [1.6656, 10.4593, -0.1098], [2.8582, 9.7477, -1.7605], [2.5065, 4.7684, 1.5087], [1.2302, 6.5955, 2.6262], [1.1437, 8.8326, 1.6035], [3.5951, 7.4464, -1.6248], [3.6818, 5.2138, -0.5968], [-6.0658, -6.1766, 0.2092], [-6.7423, -5.9640, -0.9846], [-6.3486, -4.9425, -1.8327], [-5.2759, -4.1476, -1.4718], [-4.5952, -4.3419, -0.2841], [-4.9962, -5.3642, 0.5603], [-4.8386, -3.0764, -2.3780], [-5.4594, -2.9149, -3.4088], [-3.8710, -2.4137, -2.0386], [-6.3725, -6.9792, 0.8675], [-7.5758, -6.5973, -1.2558], [-6.8747, -4.7770, -2.7614], [-3.7593, -3.7123, -0.0147], [-4.4719, -5.5304, 1.4917]], "nbo_charge": [-1.344, 0.927, 0.908, -1.150, -0.739, -0.390, -0.498, 0.624, -0.322, -0.304, 0.913, -0.307, -0.297, -0.312, 0.633, -0.999, -0.333, 0.373, 0.002, -0.089, -0.033, 0.409, 0.389, 0.227, 0.291, 0.231, 0.221, 0.231, 0.242, 0.503, -0.183, -0.209, -0.212, 0.084, -0.211, -0.213, 0.518, -0.375, -0.375, 0.223, 0.221, 0.248, 0.248, 0.226, -0.175, -0.209, -0.208, 0.081, -0.209, -0.210, 0.524, -0.361, -0.401, 0.221, 0.224, 0.249, 0.254, 0.222], "smiles": "N=[PH2][PH](N)(CCCC(F)(F)C(F)(F)F)P(O)Cl.O=[N+]([O-])c1ccccc1.O=[N+]([O-])c1ccccc1", "charge": 0, "gap_ev": 6.98, "max_force_ev_per_a": 2.28, "e_tot_ha": -3240.16464}

---

No. 3
{"formula": "C5H7NO", "method": "ωB97M-V with the def2-TZVPD basis set", "symbols": ["C", "C", "N", "C", "C", "C", "O", "H", "H", "H", "H", "H", "H", "H"], "xyz": [[-1.9081, 0.0395, 0.0481], [-0.4341, -0.1945, 0.0421], [0.1995, -1.1227, 0.9882], [0.7089, 0.2199, 0.9258], [1.6335, 0.4606, -0.2762], [0.4639, -0.0225, -1.1595], [0.2935, -0.1968, -2.3362], [-2.1389, 1.0411, -0.3310], [-2.3084, -0.0696, 1.0585], [-2.3888, -0.6910, -0.6105], [0.8358, -1.7920, 0.5629], [0.6538, 0.8589, 1.8021], [2.5839, -0.0685, -0.4108], [1.8056, 1.5376, -0.3036]], "nbo_charge": [-0.619, -0.024, -0.549, -0.061, -0.533, 0.591, -0.508, 0.219, 0.230, 0.229, 0.353, 0.212, 0.223, 0.237], "smiles": "C[C@]12N[C@H]1CC2=O", "charge": 0, "gap_ev": 10.40, "max_force_ev_per_a": 0.65, "e_above_lowest_kj_mol": 198.0, "e_tot_ha": -324.64907}

---

No. 4
{"formula": "C9H14NOS", "method": "ωB97M-V with the def2-TZVPD basis set", "symbols": ["C", "C", "C", "C", "C", "C", "C", "C", "C", "N", "O", "S", "H", "H", "H", "H", "H", "H", "H", "H", "H", "H", "H", "H", "H", "H"], "xyz": [[0.4825, -2.1933, 0.4525], [0.5312, -3.5494, 0.2026], [-0.3179, -2.1979, -1.7182], [-0.0252, -1.4038, -0.6065], [2.0269, 0.4587, 0.1220], [3.1465, 0.4498, -0.8298], [-0.8772, 2.1705, 0.5383], [-2.0685, 0.0375, 0.6674], [0.0283, 0.0854, -0.5415], [-0.6978, 0.6250, 0.5322], [1.9397, 0.5495, 1.3066], [-0.0605, -3.8766, -1.3593], [0.6979, -1.7275, 1.4241], [0.6767, -4.3350, 0.9408], [-0.8558, -1.9405, -2.6993], [3.0305, 1.1848, -1.5625], [4.1311, 0.6523, -0.3447], [3.2031, -0.4547, -1.4997], [-1.5187, 2.4385, 1.3195], [0.1207, 2.5885, 0.5421], [-1.1504, 2.6079, -0.5003], [-2.0410, -0.8277, 1.2134], [-2.6556, 0.7027, 1.2829], [-2.5663, -0.0065, -0.2655], [-0.3331, 0.3771, -1.4743], [-0.1190, 0.3833, 1.4519]], "nbo_charge": [-0.285, -0.402, -0.408, -0.166, 0.713, -0.779, -0.405, -0.398, -0.147, -0.401, -0.521, 0.529, 0.219, 0.264, 0.264, 0.272, 0.273, 0.292, 0.233, 0.234, 0.245, 0.234, 0.221, 0.233, 0.221, 0.465], "charge": 1, "gap_ev": 9.16, "max_force_ev_per_a": 4.22, "e_above_lowest_kj_mol": 225.7, "e_tot_ha": -879.17287}

---

- Number 4 is which compound?
  C9H14NOS